108
Properties=species:S:1:pos:R:3:forces:R:3:mulliken_charge:R:1 method="wB97M-V/def2-TZVPD" orbital_gap_ev=8.514 energy_ha=-2078.71863 charge=+1 e_homo_ev=-10.68
Sn -0.275287 0.179386 -0.036426 -0.901 0.719 -0.450 2.676
B -2.916960 1.730202 -0.113561 0.471 -0.524 0.306 3.237
H -2.064643 2.148376 -0.626323 3.767 1.839 -2.230 -0.921
H -2.695282 1.753550 0.942167 0.747 -0.066 4.174 -0.936
H -3.779082 2.338090 -0.340426 -3.256 2.189 -0.942 -0.162
H -3.042386 0.717231 -0.463410 -0.647 -4.237 -1.345 -1.293
C -1.434845 -3.802822 1.172071 0.634 -0.150 1.049 -0.858
C -1.060758 -3.075711 2.479460 -0.518 0.876 -0.390 -1.038
N -1.356992 -1.607421 2.537144 1.075 -0.832 -0.492 1.290
C -0.847178 -1.068666 3.828473 1.219 0.155 -1.659 -0.953
C 0.706890 -0.891021 3.776787 -0.813 -0.091 0.174 -0.951
C -2.772812 -1.331243 2.380564 -1.166 1.235 0.367 0.989
C -3.639908 -1.644745 3.606539 -0.054 -1.165 -0.178 -1.414
H -0.934666 -3.478019 0.259696 -0.202 0.540 0.151 -0.322
H -2.520284 -3.846771 1.082670 0.149 -0.032 -0.298 0.357
H -1.055236 -4.808614 1.351989 -0.301 -0.363 -0.115 0.566
H -1.661789 -3.516530 3.274777 0.073 -0.449 0.212 0.560
H -0.014493 -3.236435 2.739467 -0.022 0.140 -0.198 0.407
H -1.302513 -0.080919 3.900056 -0.059 -0.063 0.486 0.442
H -1.131322 -1.753350 4.627583 -0.097 0.283 0.367 0.390
H 1.032518 -0.227331 4.577769 -0.015 -0.077 0.124 0.496
H 1.233079 -1.839735 3.882478 -0.035 -0.019 0.067 0.515
H 1.034975 -0.441481 2.839567 -0.179 0.052 -0.061 -0.137
H -3.222251 -1.810277 1.510731 0.512 -0.291 0.037 -1.230
H -2.867893 -0.273356 2.135740 0.016 0.224 0.039 0.082
H -3.477823 -2.704748 3.802032 0.043 -0.144 0.517 0.369
H -4.712999 -1.625585 3.416257 0.028 0.509 -0.254 0.435
H -3.429767 -1.089443 4.520638 0.076 0.110 -0.228 0.294
C -1.600859 2.650107 -4.182345 -0.557 -0.392 0.224 -1.451
C -1.589946 1.241206 -3.592594 1.651 -0.567 0.252 0.846
O -0.591858 0.833736 -2.991069 -1.034 0.588 -0.198 -0.439
C -2.749126 0.277852 -3.825937 0.473 0.556 0.396 -0.826
H -2.309812 3.263322 -3.626065 -0.306 -0.112 0.055 0.354
H -1.959626 2.590716 -5.209893 0.018 0.143 -0.063 0.419
H -0.656586 3.191641 -4.125918 0.174 -0.549 0.002 0.193
H -3.649682 0.745474 -3.427891 -0.211 -0.133 -0.177 0.354
H -2.530481 -0.645511 -3.289552 -0.026 0.177 0.078 -0.225
H -2.855430 0.036395 -4.883527 -0.133 0.289 -0.086 0.480
C 0.747628 -4.312475 -2.556533 -0.630 0.545 0.347 -1.339
C 0.561354 -2.859386 -2.851983 -0.235 2.615 1.223 0.985
O 0.237260 -2.010478 -2.001198 0.648 -1.879 -1.517 -0.246
C 0.895838 -2.426396 -4.280330 -0.421 0.045 0.158 -1.369
H 1.821895 -4.425823 -2.410885 0.065 -0.538 -0.517 0.340
H 0.288635 -4.816855 -3.406847 0.627 -0.623 0.087 0.461
H 0.268807 -4.616715 -1.625792 -0.104 0.157 -0.058 0.058
H 0.268839 -2.932091 -5.014655 -0.268 -0.148 0.121 0.433
H 1.902440 -2.722605 -4.575482 0.198 0.084 0.267 0.412
H 0.739347 -1.354430 -4.400738 0.168 -0.040 0.173 0.040
C 4.924383 1.603990 1.181503 -0.897 -0.641 0.326 -1.043
C 3.479733 2.063291 1.495458 -0.643 -0.479 -1.402 0.715
O 2.504547 1.404733 1.110684 1.720 1.261 1.154 -0.187
C 3.379909 3.481122 2.116916 -0.954 -1.354 -0.113 -1.225
H 5.577529 1.738300 2.043746 0.173 0.546 -0.254 0.388
H 5.238595 2.112118 0.269816 0.275 0.464 0.294 0.332
H 4.992374 0.545752 0.929276 -0.454 0.025 0.076 0.009
H 4.047605 4.179989 1.613073 0.026 -0.081 0.192 0.401
H 3.575083 3.411527 3.187032 0.520 0.069 0.003 0.382
H 2.335942 3.790943 2.069437 0.024 0.137 -0.327 0.082
C 4.430153 -0.129993 -2.967295 -0.505 -0.215 0.742 -1.335
C 3.150520 0.574741 -2.625589 -2.140 0.864 0.730 0.700
O 2.371032 0.267918 -1.700556 2.140 0.310 -1.982 -0.152
C 2.812006 1.745526 -3.583972 -0.063 -0.221 1.089 -1.070
H 4.743162 -0.699496 -2.092196 0.300 -0.035 -0.205 0.093
H 5.172745 0.591390 -3.308267 0.059 -0.196 0.067 0.415
H 4.189886 -0.815149 -3.780274 0.167 -0.077 -0.115 0.337
H 1.896118 2.206252 -3.213853 -0.238 -0.257 -0.429 -0.195
H 2.791677 1.418073 -4.623422 -0.363 -0.169 0.040 0.432
H 3.567340 2.531295 -3.572264 0.383 -0.147 0.247 0.451
C -0.540179 5.022739 -0.254527 0.425 -0.852 0.492 -0.896
C 0.500712 4.246415 -1.004478 -0.812 -1.115 -0.370 0.635
O 0.521141 3.022022 -0.954447 0.768 0.959 -0.298 -0.308
C 1.484418 5.108911 -1.801282 -0.391 -1.450 0.604 -1.238
H 0.078554 5.599507 0.432952 -0.487 0.874 -0.051 0.456
H -1.130013 4.345117 0.362734 -0.139 -0.064 -0.304 -0.334
H -1.168919 5.568909 -0.957719 0.158 0.436 0.339 0.406
H 2.241864 4.427715 -2.189043 0.214 0.360 0.000 0.083
H 1.862688 5.811319 -1.058558 0.309 0.274 -0.471 0.438
H 0.969780 5.601611 -2.626205 0.031 0.207 0.168 0.359
C 4.001259 -1.956118 0.947984 -0.309 -1.637 0.369 -0.537
C 2.660410 -2.701317 0.760118 -1.591 2.094 0.318 0.705
O 1.615588 -2.016537 0.774688 1.880 -1.758 -0.258 0.007
C 2.634384 -4.220789 0.705580 -0.443 0.225 -0.095 -1.455
H 4.750602 -2.687144 1.251628 0.141 -0.079 0.021 0.443
H 3.863306 -1.287174 1.797446 -0.007 0.374 -0.434 0.215
H 4.396307 -1.497336 0.041591 -0.503 0.291 0.089 -0.267
H 2.984118 -4.653800 1.642750 0.365 0.190 0.047 0.404
H 3.249719 -4.606292 -0.107347 0.217 0.081 0.068 0.404
H 1.624687 -4.611603 0.579560 -0.095 0.340 -0.136 0.113
C -3.468425 -4.005408 -1.580353 0.717 0.315 -0.523 -1.322
C -3.430012 -2.526170 -1.259099 -1.599 0.099 1.720 0.661
O -2.417783 -1.906373 -1.040219 0.643 -0.119 -0.637 -0.351
C -4.750313 -1.847605 -0.833733 -0.182 -0.352 -0.364 -0.869
H -3.884328 -4.544393 -0.729104 -0.247 0.065 -0.060 0.377
H -2.453369 -4.368769 -1.740789 0.031 0.026 0.025 0.068
H -4.045297 -4.213061 -2.481563 -0.235 0.021 0.142 0.443
H -4.850432 -1.947004 0.247106 0.593 0.345 0.262 0.157
H -5.704951 -2.299462 -1.103170 0.237 -0.218 -0.875 0.422
H -4.721664 -0.795732 -1.118068 -0.008 -0.044 0.258 0.108
C -2.228928 3.630645 3.206842 0.949 -0.596 -0.552 -1.204
C -0.918957 2.819579 3.310106 2.080 -0.192 -1.244 0.829
O -0.400953 2.188577 2.370856 -1.409 0.946 1.435 -0.421
C -0.123279 2.843182 4.647225 -0.577 0.248 -0.697 -1.293
H -2.144496 4.674731 3.508252 0.275 -0.237 0.793 0.402
H -2.921516 3.054638 3.820549 -0.421 0.409 0.006 0.369
H -2.573511 3.726280 2.177178 -0.034 -0.767 0.014 0.117
H 0.910877 2.513258 4.548410 -0.211 -0.285 -0.476 0.181
H -0.623512 2.178816 5.351847 -0.078 0.233 0.269 0.339
H -0.058841 3.865503 5.019779 -0.427 -0.037 0.284 0.447